(1)
DFT (the ωB97M-V functional and the def2-TZVPD basis) results for a cluster of 6 separate species, C37H86IN7O10PS in total at a distorted geometry.

Geometry as ORCA input:
```
! RIJCOSX wB97M-V def2-TZVPD def2/J DEFGRID3
* xyz 1 1
C 0.109 -5.262 2.020
C -0.098 -5.029 0.515
O -0.175 -3.638 0.211
C -1.437 -3.065 0.534
C -1.700 -1.956 -0.495
C -1.986 -0.600 0.085
C -3.303 -0.195 0.290
C -4.439 -1.099 -0.045
C -5.315 -0.604 -1.249
C -6.792 -0.993 -1.158
C -7.675 -0.063 -0.326
C -7.041 -2.424 -0.661
C -3.443 1.112 0.828
P -5.172 1.723 1.199
O -5.020 3.320 1.397
I -5.610 0.811 3.423
N -2.497 1.954 1.101
N -1.253 1.538 0.888
S -0.044 2.801 1.280
C 0.596 2.490 2.906
O 0.948 2.861 0.266
O -0.802 3.994 1.386
C -0.990 0.319 0.429
C 0.487 -0.044 0.268
O 1.188 0.000 1.487
C 1.291 -1.264 2.159
C 0.790 -1.110 3.604
H 0.793 -6.097 2.148
H -0.840 -5.463 2.509
H 0.615 -4.407 2.457
H -0.937 -5.593 0.104
H 0.793 -5.381 0.001
H -1.381 -2.656 1.549
H -2.185 -3.856 0.500
H -0.915 -1.914 -1.240
H -2.585 -2.242 -1.051
H -5.103 -1.125 0.826
H -4.097 -2.110 -0.203
H -5.155 0.459 -1.408
H -4.921 -1.109 -2.134
H -7.178 -0.945 -2.176
H -7.549 -0.215 0.745
H -8.730 -0.237 -0.539
H -7.507 0.978 -0.582
H -6.831 -2.495 0.406
H -8.096 -2.636 -0.803
H -6.456 -3.149 -1.226
H -4.540 3.553 2.205
H 0.751 3.450 3.381
H -0.095 1.862 3.466
H 1.528 1.944 2.833
H 0.910 0.618 -0.486
H 0.614 -1.039 -0.145
H 0.694 -2.032 1.694
H 2.344 -1.532 2.210
H 1.233 -1.876 4.234
H -0.284 -1.305 3.617
H 0.953 -0.111 3.980
C -8.798 3.780 -2.689
C -7.842 3.281 -3.767
C -8.418 3.351 -5.188
O -9.353 2.336 -5.493
C -10.677 2.577 -5.048
N -7.408 1.921 -3.422
H -9.582 3.056 -2.466
H -8.257 3.961 -1.759
H -9.272 4.717 -2.986
H -6.962 3.931 -3.745
H -7.595 3.207 -5.892
H -8.843 4.341 -5.397
H -10.932 3.639 -5.096
H -10.824 2.205 -4.031
H -11.351 2.028 -5.704
H -6.695 1.627 -4.084
H -8.187 1.296 -3.612
C 5.941 -2.235 -2.362
C 4.656 -3.052 -2.367
C 3.390 -2.186 -2.343
O 3.085 -1.617 -1.080
C 3.813 -0.431 -0.781
N 4.694 -4.007 -1.253
H 6.173 -1.830 -1.377
H 6.788 -2.858 -2.651
H 5.883 -1.404 -3.068
H 4.633 -3.625 -3.299
H 2.537 -2.827 -2.588
H 3.429 -1.404 -3.113
H 4.002 0.172 -1.673
H 4.756 -0.673 -0.288
H 3.216 0.157 -0.082
H 3.885 -4.621 -1.313
H 4.542 -3.482 -0.396
C 4.101 3.028 -3.707
C 4.913 2.484 -4.879
C 4.246 2.703 -6.245
O 3.175 1.822 -6.527
C 1.930 2.190 -5.966
N 5.207 1.069 -4.634
H 3.255 2.386 -3.459
H 4.726 3.093 -2.815
H 3.721 4.029 -3.920
H 5.862 3.027 -4.896
H 4.993 2.507 -7.019
H 3.929 3.746 -6.371
H 1.801 3.276 -5.940
H 1.813 1.779 -4.960
H 1.147 1.763 -6.593
H 5.833 0.729 -5.360
H 4.347 0.549 -4.793
C 10.608 -1.995 2.407
C 10.153 -0.995 1.349
C 8.651 -1.071 1.034
O 8.270 -2.162 0.218
C 8.092 -3.391 0.899
N 10.976 -1.168 0.149
H 10.688 -3.007 2.010
H 11.593 -1.721 2.783
H 9.920 -2.013 3.255
H 10.344 0.007 1.746
H 8.383 -0.176 0.464
H 8.050 -1.052 1.953
H 7.687 -3.242 1.905
H 9.029 -3.949 0.955
H 7.384 -3.988 0.322
H 10.749 -0.437 -0.519
H 10.673 -2.023 -0.310
C -1.334 2.745 8.125
C -2.018 1.541 7.484
C -1.034 0.448 7.045
O -0.313 0.748 5.856
C 0.814 1.584 6.060
N -2.862 2.006 6.378
H -0.858 3.391 7.387
H -2.065 3.353 8.656
H -0.575 2.431 8.845
H -2.674 1.101 8.240
H -1.605 -0.457 6.823
H -0.338 0.191 7.853
H 1.297 1.386 7.019
H 0.539 2.640 5.996
H 1.533 1.377 5.266
H -3.404 1.222 6.020
H -2.242 2.249 5.609
*
```

Calculated total energy in eV: -98883.5188
Energy relative to the best compared isomer or geometry (same formula, charge and spin) in kJ/mol: 0.0
HOMO in hartree: -0.3819
Orbital gap in eV: 6.03

(2)
DFT (the ωB97M-V functional and the def2-TZVPD basis) results for a structure of composition C37H87BrGaN10O10 at a distorted geometry.

Geometry as ORCA input:
```
! RIJCOSX wB97M-V def2-TZVPD def2/J DEFGRID3
* xyz -1 1
C 2.579 -0.548 1.178
C 3.600 -0.427 -0.120
C 2.694 -0.482 -1.499
C 3.729 -0.647 -2.802
Ga 1.442 1.171 -1.671
C 1.725 2.594 -0.168
C 1.410 4.133 -0.682
C 2.501 5.251 -0.159
Br -0.398 4.793 -0.011
C -0.520 0.400 -1.692
C -1.587 1.371 -0.915
O -2.018 2.443 -1.825
C -2.911 0.617 -0.314
N -3.094 -0.818 -0.755
H 1.543 -1.053 0.910
H 3.180 -1.163 2.004
H 2.331 0.521 1.637
H 4.205 0.591 -0.123
H 4.354 -1.342 -0.063
H 2.007 -1.453 -1.399
H 3.106 -0.936 -3.761
H 4.499 -1.517 -2.528
H 4.302 0.367 -2.967
H 1.807 1.931 -3.064
H 2.865 2.580 0.153
H 1.105 2.286 0.781
H 1.432 4.190 -1.874
H 2.712 5.173 1.008
H 3.508 5.267 -0.773
H 2.002 6.316 -0.342
H -0.510 -0.699 -1.279
H -0.809 0.384 -2.850
H -0.974 1.905 -0.042
H -1.188 2.765 -2.322
H -2.859 0.626 0.878
H -3.860 1.286 -0.592
H -2.957 -0.955 -1.780
H -2.553 -1.495 -0.175
C 7.572 -1.012 1.703
C 6.494 -1.782 2.415
O 5.734 -2.543 1.821
N 6.371 -1.617 3.763
C 7.156 -0.778 4.638
H 7.544 -1.248 0.635
H 7.407 0.062 1.823
H 8.553 -1.293 2.093
H 5.624 -2.168 4.169
H 7.617 -1.417 5.395
H 6.480 -0.073 5.127
H 7.932 -0.229 4.102
C 7.702 5.877 -3.365
C 6.748 6.085 -2.222
O 6.874 5.496 -1.150
N 5.716 6.960 -2.397
C 5.396 7.743 -3.566
H 8.469 5.154 -3.073
H 7.167 5.482 -4.232
H 8.195 6.820 -3.618
H 5.119 7.045 -1.583
H 5.409 8.798 -3.281
H 4.388 7.471 -3.891
H 6.099 7.578 -4.384
C -0.437 -3.480 -3.494
C 1.025 -3.504 -3.843
O 1.899 -3.629 -2.988
N 1.374 -3.381 -5.155
C 0.509 -3.226 -6.301
H -0.555 -3.588 -2.412
H -0.879 -2.527 -3.796
H -0.952 -4.311 -3.982
H 2.375 -3.407 -5.309
H 0.698 -4.059 -6.983
H 0.771 -2.289 -6.798
H -0.546 -3.211 -6.026
C 1.234 -8.741 -0.723
C 1.022 -7.411 -1.391
O 0.055 -7.191 -2.117
N 1.944 -6.429 -1.173
C 3.137 -6.486 -0.364
H 0.418 -9.418 -0.992
H 2.175 -9.184 -1.059
H 1.237 -8.619 0.363
H 1.731 -5.565 -1.657
H 3.063 -5.711 0.404
H 3.994 -6.272 -1.007
H 3.272 -7.458 0.112
C -5.837 5.284 3.030
C -4.375 5.260 2.682
O -3.501 5.135 3.537
N -4.026 5.383 1.369
C -4.891 5.538 0.223
H -5.955 5.176 4.113
H -6.279 6.237 2.728
H -6.352 4.453 2.542
H -3.025 5.358 1.215
H -4.702 4.705 -0.459
H -4.629 6.475 -0.274
H -5.946 5.553 0.498
C -4.435 9.651 -1.639
C -5.544 9.294 -0.690
O -6.256 8.306 -0.858
N -5.753 10.103 0.388
C -5.035 11.298 0.762
H -4.394 8.913 -2.445
H -4.621 10.634 -2.080
H -3.476 9.644 -1.115
H -6.516 9.796 0.979
H -4.613 11.142 1.758
H -5.749 12.125 0.801
H -4.235 11.540 0.061
C 0.521 -9.919 3.455
C 1.967 -9.554 3.646
O 2.836 -9.880 2.840
N 2.306 -8.837 4.756
C 1.445 -8.361 5.812
H 0.409 -10.488 2.527
H 0.179 -10.542 4.285
H -0.087 -9.014 3.380
H 3.296 -8.630 4.813
H 1.533 -7.273 5.857
H 1.797 -8.788 6.755
H 0.402 -8.637 5.654
C -1.555 -5.084 1.952
C -2.508 -4.876 3.096
O -2.382 -5.465 4.167
N -3.540 -4.002 2.920
C -3.860 -3.218 1.751
H -0.788 -5.808 2.244
H -2.090 -5.479 1.085
H -1.062 -4.142 1.699
H -4.137 -3.916 3.734
H -3.848 -2.163 2.036
H -4.868 -3.490 1.426
H -3.157 -3.383 0.934
C -8.493 -0.828 1.081
C -7.031 -0.852 0.733
O -6.157 -0.977 1.588
N -6.682 -0.730 -0.580
C -7.547 -0.575 -1.726
H -8.611 -0.936 2.164
H -8.935 0.125 0.779
H -9.009 -1.659 0.593
H -5.681 -0.755 -0.734
H -7.359 -1.408 -2.408
H -7.286 0.363 -2.223
H -8.603 -0.560 -1.451
*
```

Calculated total energy in eV: -197574.3597
HOMO in hartree: -0.1701
Orbital gap in eV: 6.58

(3)
DFT (the ωB97M-V functional and the def2-TZVPD basis) results for a structure of composition C37H88Br12N9O18P3 at a distorted geometry.

Geometry as ORCA input:
```
! RIJCOSX wB97M-V def2-TZVPD def2/J DEFGRID3
* xyz 1 2
C 4.028 -5.345 -0.040
Br 2.909 -6.098 -1.460
Br 5.723 -6.424 0.286
Br 2.906 -5.270 1.708
H 4.226 -4.322 -0.360
C -1.692 1.102 3.974
Br -3.276 -0.052 4.201
Br 0.071 0.291 4.314
Br -1.910 2.781 5.160
H -1.699 1.577 2.993
C 3.953 3.364 -3.397
Br 4.358 4.777 -4.712
Br 4.088 1.513 -4.049
Br 2.159 3.443 -2.574
H 4.681 3.480 -2.595
C -3.619 -3.381 1.215
Br -3.760 -3.699 3.211
Br -5.008 -2.135 0.516
Br -3.703 -5.160 0.379
H -2.630 -2.965 1.021
O -1.343 -0.198 1.195
P -0.341 -0.552 0.105
N 1.198 0.278 0.011
C 2.042 0.180 -1.175
C 2.016 0.576 1.217
N -1.091 -0.407 -1.472
C -2.212 -1.266 -1.911
C -1.083 0.858 -2.227
N 0.158 -2.222 0.289
C 0.585 -2.702 1.641
C 0.640 -2.899 -0.868
H 2.552 1.137 -1.282
H 1.460 -0.059 -2.065
H 2.801 -0.579 -0.986
H 2.757 1.338 0.976
H 2.567 -0.310 1.530
H 1.323 0.915 1.988
H -2.228 -2.224 -1.393
H -3.113 -0.772 -1.549
H -2.204 -1.451 -2.985
H -0.510 1.589 -1.657
H -0.855 0.772 -3.290
H -2.087 1.268 -2.125
H 1.509 -2.240 1.988
H -0.148 -2.344 2.364
H 0.537 -3.791 1.642
H -0.085 -2.912 -1.682
H 0.850 -3.942 -0.631
H 1.624 -2.525 -1.151
O -0.872 7.216 0.763
P 0.312 6.489 0.300
N 1.732 7.354 0.426
C 1.938 8.173 1.621
C 3.010 6.820 -0.087
N 0.251 5.985 -1.406
C -0.712 4.831 -1.682
C 0.225 7.006 -2.463
N 0.635 5.174 1.248
C 0.332 5.151 2.727
C 1.632 4.153 0.868
H 2.478 7.654 2.413
H 0.952 8.523 1.930
H 2.313 9.177 1.423
H 2.918 6.476 -1.117
H 3.226 5.953 0.537
H 3.778 7.593 -0.046
H -0.481 3.898 -1.166
H -1.705 5.083 -1.310
H -0.598 4.641 -2.749
H 0.241 6.590 -3.470
H -0.720 7.535 -2.343
H 0.969 7.784 -2.292
H -0.625 5.653 2.875
H 0.305 4.160 3.180
H 0.998 5.818 3.275
H 2.490 4.299 1.524
H 2.022 4.299 -0.139
H 1.253 3.132 0.923
O 3.351 -3.785 7.412
P 2.322 -4.408 6.574
N 1.648 -3.424 5.324
C 2.670 -2.666 4.594
C 0.473 -3.707 4.676
N 0.965 -4.944 7.496
C -0.100 -4.019 8.013
C 1.005 -6.171 8.334
N 2.899 -5.791 5.816
C 4.264 -5.851 5.396
C 2.107 -6.902 5.201
H 2.365 -1.704 4.183
H 3.043 -3.265 3.763
H 3.467 -2.437 5.301
H 0.658 -4.351 3.816
H -0.002 -2.787 4.336
H -0.303 -4.112 5.326
H -0.325 -3.199 7.331
H -1.039 -4.502 8.281
H 0.293 -3.617 8.947
H 1.940 -6.697 8.142
H 0.819 -5.924 9.380
H 0.184 -6.843 8.084
H 4.441 -6.096 4.349
H 4.772 -4.911 5.612
H 4.827 -6.630 5.909
H 1.201 -7.073 5.783
H 2.704 -7.815 5.194
H 1.761 -6.674 4.193
C 3.705 -2.618 -3.729
O 4.216 -3.936 -3.929
C 5.279 -4.415 -3.202
O 5.888 -3.859 -2.283
O 5.630 -5.598 -3.682
C 6.748 -6.344 -3.228
H 3.349 -2.597 -2.699
H 2.948 -2.230 -4.411
H 4.519 -1.905 -3.855
H 6.267 -7.137 -2.655
H 7.444 -5.794 -2.593
H 7.344 -6.838 -3.995
C -4.385 1.016 0.807
O -4.575 2.394 1.212
C -3.745 3.312 0.821
O -2.760 3.191 0.094
O -4.132 4.440 1.439
C -3.370 5.635 1.285
H -5.363 0.604 1.057
H -3.666 0.495 1.440
H -4.097 0.879 -0.235
H -3.826 6.396 1.919
H -3.258 6.040 0.280
H -2.396 5.488 1.753
C -9.312 -0.391 1.598
O -8.300 -0.352 0.637
C -8.168 0.648 -0.185
O -8.880 1.651 -0.246
O -7.049 0.328 -0.918
C -6.450 1.234 -1.801
H -10.212 -0.760 1.107
H -9.556 0.569 2.053
H -9.028 -1.116 2.361
H -7.068 1.439 -2.675
H -5.448 0.920 -2.092
H -6.268 2.131 -1.209
C 1.057 1.141 -5.593
O 0.605 0.112 -6.498
C 1.385 -0.641 -7.309
O 2.483 -1.000 -7.109
O 0.589 -1.150 -8.279
C 1.152 -1.884 -9.283
H 0.291 1.897 -5.421
H 1.913 1.624 -6.065
H 1.361 0.734 -4.628
H 0.802 -1.524 -10.251
H 0.938 -2.953 -9.264
H 2.219 -1.670 -9.231
C -3.151 4.181 -4.149
O -2.521 3.107 -4.817
C -3.148 1.926 -4.975
O -4.341 1.783 -4.655
O -2.286 1.010 -5.588
C -2.690 -0.330 -5.871
H -2.414 4.944 -3.899
H -3.622 3.752 -3.265
H -3.996 4.587 -4.706
H -2.264 -1.139 -5.278
H -2.449 -0.343 -6.934
H -3.772 -0.391 -5.987
*
```

Calculated total energy in eV: -958429.1945
<S²>: 0.760
Energy relative to the best compared isomer or geometry (same formula, charge and spin) in kJ/mol: 0.0
HOMO (spin up / spin down) in hartree: -0.3508 / -0.3508
Orbital gap (spin up / spin down) in eV: 6.60 / 2.50

Q: calculated total energy of number 1 (C37H86IN7O10PS)?
A: -98883.5188 eV